Entry 1:
117
Properties=species:S:1:pos:R:3:mulliken_charge:R:1 method="wB97M-V/def2-TZVPD" energy_ev=-259410.4132 e_lumo_ev="-0.872 / -0.922" homo_energy_ha="-0.2629 / -0.2639" charge=0 orbital_gap_ev="6.3 / 6.3"
Ti 0.529 0.118 -0.407 0.68
O 5.202 -0.626 3.488 -0.59
C 4.166 -0.727 4.303 0.16
O 4.298 -0.989 5.471 -0.62
C 2.812 -0.476 3.723 0.94
C 1.639 -0.535 4.445 -0.04
Cl 1.348 -0.915 6.072 -0.15
N 0.611 -0.259 3.601 0.12
N 1.054 -0.063 2.349 0.91
C 2.368 -0.180 2.410 -0.80
C 3.124 -0.043 1.135 0.97
O 4.339 -0.108 1.095 -0.78
O 2.382 0.117 0.086 0.45
C -0.797 -0.284 3.866 -1.31
C -1.323 0.497 4.884 -0.06
C -2.690 0.464 5.118 -0.91
C -3.513 -0.331 4.333 -0.91
C -2.970 -1.098 3.312 -0.58
C -1.604 -1.082 3.073 1.54
H 4.935 -0.333 2.579 0.35
H -0.669 1.122 5.478 0.54
H -3.110 1.067 5.913 0.39
H -4.580 -0.354 4.517 0.40
H -3.615 -1.721 2.703 0.43
H -1.153 -1.664 2.281 -0.30
C 4.633 2.521 -1.294 -0.46
C 4.242 1.740 -2.290 -0.40
As 0.609 0.687 -3.027 0.48
C -0.958 -0.362 -3.593 0.43
C -0.808 -1.723 -3.875 -0.49
C -1.901 -2.495 -4.252 -0.68
C -3.158 -1.919 -4.375 -0.61
C -3.310 -0.559 -4.142 -0.63
C -2.217 0.212 -3.764 -0.13
C -0.010 2.423 -3.734 -0.21
C -0.839 3.389 -3.169 1.96
C -1.127 4.574 -3.833 -1.09
C -0.591 4.822 -5.089 -0.69
C 0.237 3.873 -5.670 -0.83
C 0.522 2.693 -4.995 -1.23
As 0.769 2.698 0.398 -0.18
C -1.015 3.340 0.882 -0.75
C -1.697 4.344 0.189 0.46
C -2.975 4.729 0.574 -1.03
C -3.600 4.112 1.652 -0.79
C -2.929 3.118 2.351 -0.18
C -1.645 2.743 1.970 0.04
C 1.355 4.232 -0.651 0.35
C 1.307 5.471 -0.010 -0.66
C 1.753 6.618 -0.650 -0.76
C 2.273 6.541 -1.937 -0.72
C 2.351 5.310 -2.569 -0.90
C 1.895 4.165 -1.927 -0.17
H 4.654 3.602 -1.386 0.28
H 4.928 2.094 -0.340 0.20
H 4.211 0.664 -2.168 0.23
H 3.939 2.131 -3.255 0.27
H 0.167 -2.180 -3.803 0.52
H -1.763 -3.549 -4.467 0.43
H -4.009 -2.522 -4.674 0.41
H -4.280 -0.089 -4.260 0.45
H -2.352 1.276 -3.610 0.23
H -1.248 3.267 -2.177 -0.61
H -1.763 5.313 -3.357 0.47
H -0.812 5.749 -5.605 0.39
H 0.671 4.051 -6.647 0.39
H 1.183 1.972 -5.460 0.43
H -1.220 4.837 -0.649 0.40
H -3.485 5.519 0.032 0.42
H -4.597 4.416 1.952 0.40
H -3.397 2.632 3.201 0.38
H -1.127 1.982 2.534 0.33
H 0.915 5.547 0.997 0.55
H 1.703 7.573 -0.139 0.40
H 2.624 7.436 -2.437 0.41
H 2.760 5.230 -3.570 0.45
H 1.973 3.215 -2.427 0.41
Cl -2.417 -4.217 1.363 -0.08
C -1.518 -5.687 1.061 1.09
C -2.173 -6.722 0.426 -0.70
C -1.492 -7.897 0.161 -0.45
C -0.176 -8.017 0.565 -0.75
C 0.464 -6.980 1.225 0.84
Cl 2.080 -7.273 1.783 -0.21
C -0.174 -5.752 1.480 -0.87
N 0.419 -4.676 2.129 0.05
C 1.777 -4.246 1.908 -0.39
C 2.599 -4.100 3.017 -0.68
C 3.882 -3.593 2.884 -0.76
C 4.354 -3.241 1.627 -0.39
C 3.535 -3.385 0.519 -0.48
C 2.237 -3.878 0.643 0.96
C 1.322 -3.797 -0.567 -1.02
C 0.833 -2.377 -0.574 0.25
O 1.017 -1.580 -1.541 -0.38
O 0.313 -1.893 0.481 1.11
H -3.208 -6.591 0.138 0.42
H -1.986 -8.715 -0.346 0.38
H 0.378 -8.932 0.395 0.43
H -0.207 -3.893 2.226 -0.16
H 2.212 -4.395 3.985 0.56
H 4.509 -3.467 3.759 0.46
H 5.350 -2.829 1.513 0.38
H 3.890 -3.070 -0.458 0.40
H 0.456 -4.451 -0.483 0.13
H 1.843 -4.025 -1.492 0.54
C -4.428 0.096 -0.372 -0.98
C -3.746 -1.099 -0.226 -1.00
C -2.369 -1.095 -0.326 -0.28
N -1.662 0.017 -0.545 1.77
C -2.337 1.150 -0.755 0.23
C -3.710 1.243 -0.649 -1.24
H -5.508 0.130 -0.278 0.48
H -4.260 -2.032 -0.035 0.70
H -1.807 -2.000 -0.176 0.14
H -1.730 2.004 -0.970 -0.29
H -4.185 2.205 -0.782 0.63

Entry 2:
118
Properties=species:S:1:pos:R:3:mulliken_charge:R:1 method="wB97M-V/def2-TZVPD" energy_ev=-122791.4994 e_lumo_ev=1.627 homo_energy_ha=-0.1867 charge=-1 orbital_gap_ev=6.7
Tl -0.536 -0.269 -0.094 1.18
C 1.963 -3.025 -6.604 -1.71
C 1.438 -2.245 -5.425 -0.45
C 1.500 -0.854 -5.373 0.22
C 0.992 -0.159 -4.298 -0.11
C 1.271 1.300 -4.211 -0.24
O 1.933 1.774 -3.308 -0.73
C 0.759 2.161 -5.319 0.40
C 1.411 3.352 -5.629 -0.50
C 0.900 4.190 -6.605 -0.76
C -0.274 3.850 -7.265 -0.35
C -0.923 2.661 -6.965 -0.76
C -0.403 1.811 -6.002 -0.11
C 0.288 -0.806 -3.228 -0.21
O -0.346 -0.081 -2.390 -0.34
C 0.344 -2.243 -3.224 1.40
C 0.904 -2.899 -4.335 -0.64
C -0.099 -3.054 -2.089 1.23
N -0.683 -2.581 -1.042 0.45
C -1.214 -3.484 -0.027 -0.57
C -2.596 -4.016 -0.437 -1.35
Te -4.067 -2.512 -0.975 0.38
C -3.584 -2.269 -3.029 0.11
C -3.164 -3.315 -3.841 -0.56
C -2.874 -3.098 -5.179 -0.72
C -3.031 -1.832 -5.723 -0.43
C -3.484 -0.791 -4.923 -0.52
C -3.754 -1.003 -3.581 -0.43
C 0.240 -4.523 -2.156 -1.32
C 1.371 -4.965 -1.474 -0.07
C 1.758 -6.294 -1.534 -0.87
C 1.027 -7.199 -2.289 -0.73
C -0.101 -6.767 -2.971 -0.96
C -0.496 -5.440 -2.896 0.38
H 2.312 -2.359 -7.392 0.41
H 1.179 -3.661 -7.021 0.33
H 2.787 -3.678 -6.309 0.33
H 1.995 -0.303 -6.167 0.42
H 2.322 3.602 -5.100 0.45
H 1.409 5.114 -6.848 0.39
H -0.681 4.512 -8.018 0.40
H -1.838 2.399 -7.480 0.40
H -0.902 0.887 -5.746 0.47
H 0.925 -3.979 -4.353 0.57
H -1.296 -2.922 0.903 0.37
H -0.554 -4.339 0.154 0.43
H -3.031 -4.569 0.394 0.64
H -2.504 -4.684 -1.292 0.19
H -3.085 -4.311 -3.424 0.96
H -2.540 -3.917 -5.806 0.37
H -2.814 -1.663 -6.771 0.37
H -3.627 0.197 -5.346 0.43
H -4.084 -0.180 -2.961 0.36
H 1.959 -4.259 -0.901 0.50
H 2.635 -6.622 -0.991 0.45
H 1.341 -8.232 -2.354 0.37
H -0.674 -7.464 -3.570 0.45
H -1.368 -5.110 -3.445 0.28
N 1.901 -0.580 -0.613 -0.02
C 2.740 -1.464 0.200 -0.52
C 2.949 -0.926 1.605 -0.63
C 1.651 -0.861 2.428 0.39
O 1.625 -1.410 3.524 -0.77
O 0.693 -0.167 1.921 -0.05
H 1.957 -0.822 -1.596 -0.06
H 2.194 0.388 -0.523 0.13
H 3.719 -1.612 -0.273 0.46
H 2.248 -2.440 0.258 0.01
H 3.359 0.089 1.561 0.12
H 3.650 -1.563 2.142 0.40
S -2.507 1.398 -0.318 -0.48
C -3.149 0.681 1.120 1.18
S -2.376 -0.693 1.805 -0.27
C -4.283 1.226 1.705 0.78
C -4.830 2.450 1.245 -0.20
N -5.271 3.456 0.893 -0.64
C -4.955 0.573 2.769 -0.34
N -5.538 0.031 3.604 -0.61
C 1.264 4.236 -1.563 -1.43
C 0.875 3.027 -0.878 0.14
N 0.589 2.065 -0.322 0.75
H 0.374 4.795 -1.851 0.26
H 1.829 3.954 -2.450 0.27
H 1.876 4.849 -0.902 0.35
F -2.796 4.694 8.150 -0.35
C -2.308 4.233 6.973 0.35
C -1.916 2.914 6.882 -0.74
C -1.403 2.460 5.675 -0.56
C -1.263 3.312 4.580 0.24
C -1.710 4.624 4.701 -0.32
C -2.234 5.094 5.898 -0.76
Sb -0.502 2.443 2.725 0.35
C -0.455 4.438 1.825 0.52
C 0.465 5.430 2.157 -0.20
C 0.414 6.683 1.556 -0.94
C -0.591 6.938 0.644 0.44
F -0.637 8.160 0.058 -0.38
C -1.537 5.993 0.308 -0.71
C -1.453 4.739 0.901 -0.53
C 1.569 2.499 3.348 0.31
C 1.961 1.909 4.544 -0.50
C 3.297 1.869 4.922 -0.66
C 4.233 2.436 4.083 0.32
F 5.539 2.425 4.452 -0.38
C 3.891 3.014 2.878 -0.85
C 2.550 3.024 2.513 -0.09
H -2.032 2.256 7.733 0.44
H -1.119 1.418 5.578 0.46
H -1.657 5.296 3.855 0.33
H -2.596 6.109 5.997 0.45
H 1.227 5.229 2.900 0.55
H 1.124 7.464 1.798 0.42
H -2.326 6.230 -0.394 0.44
H -2.188 3.989 0.638 -0.01
H 1.222 1.457 5.192 0.28
H 3.612 1.400 5.844 0.43
H 4.656 3.441 2.243 0.43
H 2.272 3.444 1.555 0.36